No. 1
{"formula": "C27H51Cl9O14", "method": "wB97M-V/def2-TZVPD", "symbols": ["C", "Cl", "Cl", "Cl", "H", "C", "Cl", "Cl", "Cl", "H", "C", "Cl", "Cl", "Cl", "H", "C", "O", "C", "O", "O", "C", "H", "H", "H", "H", "H", "H", "C", "O", "C", "O", "O", "C", "H", "H", "H", "H", "H", "H", "C", "O", "C", "O", "O", "C", "H", "H", "H", "H", "H", "H", "C", "C", "O", "C", "H", "H", "H", "H", "H", "H", "C", "C", "O", "C", "H", "H", "H", "H", "H", "H", "C", "C", "O", "C", "H", "H", "H", "H", "H", "H", "C", "C", "O", "C", "H", "H", "H", "H", "H", "H", "C", "C", "O", "C", "H", "H", "H", "H", "H", "H"], "positions_angstrom": [[-7.12, -4.08, -4.19], [-6.75, -3.07, -2.69], [-5.82, -5.31, -4.46], [-7.51, -3.10, -5.61], [-7.99, -4.70, -3.97], [0.00, 5.91, 0.96], [0.96, 5.10, -0.25], [-1.69, 6.05, 0.32], [0.64, 7.56, 1.32], [0.02, 5.20, 1.79], [-10.01, 1.07, 1.99], [-10.01, 0.28, 0.41], [-11.52, 1.96, 2.32], [-8.59, 2.08, 2.20], [-10.05, 0.22, 2.68], [2.89, 1.33, 6.58], [2.52, 2.11, 7.69], [1.79, 1.56, 8.68], [1.22, 0.49, 8.65], [1.74, 2.50, 9.69], [0.86, 2.27, 10.75], [3.95, 1.07, 6.55], [2.70, 1.99, 5.73], [2.24, 0.46, 6.49], [-0.18, 2.01, 10.54], [0.96, 3.12, 11.42], [1.28, 1.50, 11.39], [6.91, -3.73, 5.79], [5.56, -3.28, 6.05], [4.59, -3.72, 5.28], [4.74, -4.24, 4.17], [3.44, -3.54, 5.88], [2.20, -3.77, 5.23], [7.16, -3.66, 4.73], [6.98, -4.77, 6.10], [7.66, -3.16, 6.34], [2.22, -3.33, 4.23], [1.32, -3.36, 5.73], [2.07, -4.84, 5.09], [1.08, 0.44, 0.95], [-0.10, 0.53, 0.12], [-1.33, 0.90, 0.63], [-1.57, 1.43, 1.74], [-2.21, 0.68, -0.28], [-3.56, 1.06, 0.01], [0.77, -0.08, 1.86], [1.40, 1.43, 1.29], [1.90, -0.09, 0.48], [-4.28, 0.48, -0.56], [-3.73, 2.10, -0.26], [-3.79, 1.20, 1.07], [2.09, 1.48, -5.49], [2.57, 0.42, -4.48], [3.33, 0.77, -3.64], [2.01, -0.99, -4.52], [2.25, 1.01, -6.46], [2.67, 2.40, -5.41], [1.04, 1.74, -5.39], [1.07, -1.18, -4.01], [2.72, -1.72, -4.13], [1.79, -1.17, -5.58], [5.28, -6.73, -0.32], [4.38, -6.06, -1.30], [4.70, -5.92, -2.49], [3.06, -5.57, -0.83], [6.08, -7.24, -0.87], [4.73, -7.50, 0.21], [5.74, -5.98, 0.33], [2.69, -6.18, -0.01], [2.42, -5.35, -1.69], [3.31, -4.61, -0.38], [-3.93, 3.02, -7.84], [-3.26, 1.84, -7.21], [-2.56, 1.05, -7.81], [-3.44, 1.72, -5.67], [-3.81, 2.95, -8.92], [-3.50, 3.95, -7.46], [-4.99, 2.94, -7.58], [-2.80, 1.07, -5.08], [-4.46, 1.33, -5.59], [-3.49, 2.70, -5.19], [7.53, -1.94, -1.29], [8.71, -2.47, -0.58], [8.84, -2.28, 0.64], [9.83, -3.21, -1.40], [6.73, -2.65, -1.10], [7.77, -1.74, -2.34], [7.12, -1.01, -0.90], [9.29, -4.01, -1.91], [10.66, -3.64, -0.83], [10.35, -2.48, -2.02], [-10.08, 6.52, -3.85], [-8.64, 6.57, -3.34], [-8.02, 7.61, -3.53], [-8.17, 5.41, -2.50], [-10.08, 6.80, -4.90], [-10.79, 7.16, -3.32], [-10.51, 5.52, -3.75], [-8.33, 4.47, -3.03], [-8.71, 5.33, -1.56], [-7.11, 5.60, -2.35]], "mulliken_charge": [0.040, -0.118, -0.118, -0.099, 0.295, 0.058, -0.105, -0.125, -0.125, 0.295, 0.057, -0.114, -0.131, -0.094, 0.284, -0.626, -0.307, 0.784, -0.560, -0.293, -0.689, 0.259, 0.224, 0.342, 0.295, 0.263, 0.310, -0.655, -0.301, 0.821, -0.590, -0.296, -0.661, 0.320, 0.293, 0.225, 0.293, 0.244, 0.306, -0.617, -0.259, 0.808, -0.620, -0.269, -0.747, 0.289, 0.253, 0.252, 0.260, 0.300, 0.349, -0.986, 0.788, -0.536, -0.976, 0.328, 0.294, 0.232, 0.258, 0.291, 0.308, -1.094, 0.838, -0.589, -1.015, 0.301, 0.362, 0.278, 0.341, 0.323, 0.258, -1.041, 0.813, -0.557, -1.097, 0.291, 0.313, 0.318, 0.318, 0.317, 0.324, -0.888, 0.759, -0.572, -0.995, 0.157, 0.294, 0.346, 0.298, 0.306, 0.294, -0.942, 0.754, -0.550, -1.036, 0.294, 0.281, 0.295, 0.324, 0.294, 0.286], "gap_ev": 9.330, "lumo_ev": -0.08, "smiles": "COC(=O)OC.COC(=O)OC.COC(=O)OC.ClC(Cl)Cl.ClC(Cl)Cl.ClC(Cl)Cl.CC(C)=O.CC(C)=O.CC(C)=O.CC(C)=O.CC(C)=O"}

---

No. 2
{"formula": "C27H51CrNO2Si2", "method": "wB97M-V/def2-TZVPD", "symbols": ["O", "O", "C", "C", "H", "H", "H", "H", "H", "C", "C", "H", "H", "H", "H", "H", "C", "C", "C", "H", "H", "H", "H", "H", "C", "H", "H", "H", "H", "H", "H", "Cr", "C", "Si", "H", "H", "C", "C", "C", "C", "Si", "H", "H", "C", "C", "C", "H", "H", "H", "H", "H", "H", "H", "H", "H", "H", "H", "H", "H", "H", "H", "H", "H", "H", "C", "C", "C", "C", "N", "C", "C", "C", "C", "C", "C", "C", "H", "H", "H", "H", "H", "H", "H", "H"], "positions_angstrom": [[-0.80, -1.24, -1.93], [0.44, 0.74, -3.42], [-0.07, -2.48, -2.41], [-0.84, -3.66, -1.87], [0.96, -2.41, -2.05], [-0.11, -2.40, -3.51], [-0.96, -3.59, -0.78], [-0.26, -4.55, -2.11], [-1.82, -3.76, -2.34], [-2.10, -0.97, -2.72], [-2.04, -1.21, -4.20], [-2.42, 0.03, -2.45], [-2.73, -1.72, -2.23], [-1.31, -0.57, -4.72], [-3.02, -0.94, -4.64], [-1.90, -2.26, -4.47], [-0.02, 2.08, -3.23], [1.74, 0.50, -3.96], [-1.01, 2.44, -4.31], [0.82, 2.79, -3.20], [-0.51, 2.07, -2.25], [-0.55, 2.39, -5.30], [-1.39, 3.45, -4.15], [-1.88, 1.76, -4.29], [1.72, 0.65, -5.46], [1.98, -0.53, -3.68], [2.48, 1.17, -3.50], [0.88, 0.08, -5.90], [2.64, 0.28, -5.91], [1.60, 1.70, -5.74], [-0.11, -0.51, -1.64], [-0.18, -0.12, 1.53], [1.19, -0.19, -0.11], [2.96, 0.27, 0.44], [1.13, -1.26, -0.33], [0.80, 0.41, -0.96], [4.15, -0.80, -0.59], [3.60, 0.08, 2.21], [3.25, 2.09, 0.00], [-2.05, -1.05, 1.31], [-3.59, 0.00, 1.13], [-2.16, -1.79, 2.13], [-1.90, -1.67, 0.40], [-4.80, -0.84, -0.07], [-3.19, 1.73, 0.48], [-4.48, 0.14, 2.79], [2.67, 2.35, -0.89], [4.32, 2.26, -0.22], [2.96, 2.76, 0.82], [3.90, -1.86, -0.45], [5.20, -0.65, -0.28], [4.06, -0.55, -1.66], [3.15, -0.77, 2.73], [3.43, 0.97, 2.82], [4.69, -0.08, 2.21], [-3.61, 1.86, -0.53], [-2.10, 1.91, 0.45], [-3.64, 2.48, 1.15], [-5.41, 0.73, 2.69], [-3.82, 0.63, 3.53], [-4.74, -0.87, 3.16], [-5.81, -0.45, 0.10], [-4.80, -1.93, 0.12], [-4.52, -0.66, -1.12], [1.20, 3.59, 3.12], [1.74, 3.24, 4.36], [1.55, 1.94, 4.80], [0.87, 1.02, 4.01], [0.36, 1.38, 2.79], [0.51, 2.65, 2.36], [0.80, -0.41, 4.29], [1.29, -0.99, 5.49], [1.19, -2.38, 5.68], [0.63, -3.16, 4.66], [0.20, -2.57, 3.45], [0.31, -1.20, 3.24], [1.33, 4.59, 2.71], [2.32, 3.96, 4.94], [1.99, 1.60, 5.74], [0.08, 2.89, 1.39], [1.75, -0.36, 6.25], [1.54, -2.83, 6.61], [0.51, -4.23, 4.80], [-0.24, -3.18, 2.66]], "mulliken_spin": [0.039, -0.006, -0.001, 0.000, -0.003, 0.000, 0.000, 0.000, 0.000, 0.001, 0.000, 0.001, -0.001, 0.000, 0.000, 0.000, 0.004, 0.000, 0.000, 0.001, -0.001, 0.000, 0.000, 0.000, 0.000, -0.002, 0.000, 0.000, 0.000, 0.000, -0.006, 3.232, 0.107, -0.007, -0.018, -0.115, 0.005, 0.016, 0.007, 0.046, -0.007, -0.008, -0.031, 0.000, 0.022, 0.004, -0.001, 0.000, 0.000, 0.000, 0.000, 0.000, -0.004, 0.001, 0.001, 0.002, -0.001, 0.001, 0.000, -0.003, 0.000, 0.000, 0.000, 0.001, 0.009, 0.017, -0.008, -0.007, -0.128, 0.069, -0.035, -0.016, 0.026, -0.022, -0.073, -0.089, 0.001, 0.000, 0.000, -0.023, -0.001, 0.001, -0.002, 0.005], "gap_ev": [7.163, 8.161], "total_charge": 1, "relative_energy_kcal_mol": 6.9, "lumo_ev": [-2.67, -2.75], "s2": 3.855, "multiplicity": 4}